CH8N2 | ωB97M-V/def2-TZVPD

Structure (XYZ):
```
11
Properties=species:S:1:pos:R:3:forces:R:3:lowdin_charge:R:1
N -6.3918 -2.8600 -1.8151 0.051 -0.610 -0.022 -0.0011
H -5.6986 -3.5649 -1.5857 -0.031 0.217 0.467 0.0005
H -6.1616 -1.9785 -1.3680 0.157 -0.186 -0.317 0.0040
H -6.3152 -2.8091 -2.8203 -0.177 0.579 -0.129 -0.0034
C 3.9151 1.0690 0.7324 -0.177 -0.304 -0.568 -0.2065
N 3.0664 2.1592 1.2381 1.144 -0.074 -1.088 -0.0713
H 3.9492 0.9382 -0.3584 -0.731 0.427 0.000 0.0594
H 3.5561 0.1251 1.1255 0.381 -0.466 0.182 0.0551
H 4.9846 1.1829 0.9060 -0.133 0.263 0.799 0.0646
H 2.1136 1.8453 1.3377 0.137 0.228 0.480 0.0502
H 3.4956 2.5659 2.0548 -0.620 -0.074 0.196 0.0484
```
Forces are in eV/Å.

The value obtained for the HOMO-LUMO gap is 10.31 eV. For the energy above the lowest of the compared OMol25 structures with the same formula, charge and spin, the calculation gives 0.266 eV. The multiplicity is 1. The SMILES is CN.N. The total energy comes out at -152.37992 Ha. As for the charge: 0. The molar mass comes out at 48.1 g mol⁻¹.